This record from the OMol25 dataset describes a structure of composition C28H16CuF5N4S. The level of theory is the ωB97M-V functional and the def2-TZVPD basis.

Output
- Total charge: +1
- HOMO level (spin up / spin down): -10.46 / -10.48 eV
- Expectation value of S²: 0.755
- E: -104314.479 eV
- 2S+1: 2
- HOMO-LUMO gap (spin up / spin down): 7.09 / 6.70 eV

Positions of all 55 atoms, in Å:
Cu  0.04631  0.28791  0.79008
C  -2.47971  -0.28572  -2.90074
C  -1.52566  -0.15439  -3.89450
C  -0.21522  0.11706  -3.53474
C  0.09674  0.23530  -2.18906
N  -0.82232  0.08401  -1.22625
C  -2.07889  -0.16110  -1.58086
C  1.44123  0.66665  -1.71768
C  2.54849  0.76599  -2.54639
C  3.72287  1.29524  -2.03462
C  3.75307  1.72880  -0.71904
C  2.61519  1.56939  0.05358
N  1.49895  1.02831  -0.43021
H  -3.51661  -0.47247  -3.13423
H  -1.79481  -0.24420  -4.93700
H  0.53745  0.25926  -4.29237
H  -2.79460  -0.25417  -0.77993
H  2.50051  0.44497  -3.57559
H  4.59866  1.38326  -2.66233
H  4.63195  2.18470  -0.29290
H  2.55395  1.90580  1.08069
F  -1.90774  5.78823  -2.28929
C  -1.50422  4.98756  -1.30733
C  -2.30470  3.93170  -0.89209
F  -3.48503  3.71631  -1.47744
C  -1.86540  3.10450  0.12718
F  -2.68415  2.10169  0.49113
C  -0.63997  3.26320  0.76180
S  -0.06102  2.19960  2.03957
C  0.13959  4.33149  0.31650
F  1.34689  4.54502  0.84907
C  -0.27439  5.19158  -0.69214
F  0.50483  6.19295  -1.08695
C  3.35036  -2.58108  2.01928
C  2.68522  -1.38010  1.73055
N  1.38260  -1.29953  1.58092
C  0.65113  -2.41947  1.76170
C  1.21483  -3.66932  2.02912
C  2.61536  -3.73093  2.14574
C  0.35804  -4.81056  2.20748
C  -0.98436  -4.67636  2.18772
C  -1.59325  -3.38689  1.99858
C  -2.98164  -3.17431  2.08552
C  -3.47655  -1.90149  1.97841
C  -2.58666  -0.84482  1.74616
N  -1.28756  -1.02528  1.62055
C  -0.78538  -2.27244  1.76699
H  4.42403  -2.58224  2.13336
H  3.24864  -0.46563  1.60705
H  3.09487  -4.67825  2.35494
H  0.81336  -5.77578  2.37826
H  -1.62606  -5.53164  2.33888
H  -3.64071  -4.01372  2.25927
H  -4.53079  -1.69474  2.07476
H  -2.92774  0.17615  1.67885

Atoms 1-3, force components in eV/Å:
-0.004 0.277 -0.110
0.046 0.030 0.003
0.023 -0.007 0.055